# 1
Entry from the Open Molecules 2025 dataset: a single C13H19NO4S molecule in a non-equilibrium geometry (ωB97M-V/def2-TZVPD).

Values from the calculation:
- Lowest unoccupied orbital energy: 0.0188 Eh
- ΔE to the lowest compared entry with this formula, charge and spin: 4.478 eV
- E: -1260.5609 a.u.
- HOMO-LUMO gap: 9.62 eV
- HOMO level: -9.11 eV
- SMILES string: NCCC[C@@H]1OS(=O)(=O)O[C@H]1CCc1ccccc1

CARTESIAN COORDINATES (ANGSTROEM)
H  2.282  2.093  1.456
H  -3.922  2.080  -2.811
C  1.903  1.130  1.038
H  -1.394  2.527  0.615
C  1.599  -3.097  -1.689
C  2.553  -1.123  0.099
C  3.035  0.003  1.091
H  1.209  -3.865  -2.399
H  4.027  0.412  0.756
N  -4.500  2.016  -1.962
H  -0.598  -0.386  -0.100
O  0.481  -0.423  2.589
C  2.719  -0.874  -1.333
C  1.942  -2.326  0.657
O  -1.174  -2.448  2.052
C  -1.035  1.783  -0.143
C  -3.548  2.165  -0.832
C  -2.123  1.589  -1.268
H  1.733  1.301  -0.065
S  -1.044  -1.072  2.505
H  -1.811  2.208  -2.151
O  -1.747  0.037  1.504
H  -3.464  3.231  -0.484
H  3.177  -0.377  2.132
C  0.526  0.657  1.632
H  0.225  1.541  2.270
H  -3.867  1.573  0.070
H  -0.122  2.224  -0.626
H  1.876  -2.379  1.765
H  -2.256  0.527  -1.606
C  2.230  -1.900  -2.250
C  -0.646  0.479  0.618
O  -1.487  -1.081  3.890
H  0.991  -4.258  0.172
H  -4.785  1.029  -1.942
H  2.363  -1.729  -3.339
H  3.197  0.083  -1.645
C  1.456  -3.350  -0.266



# 2
Entry from the Open Molecules 2025 dataset: a molecular structure, C13H19NZr in a non-equilibrium geometry (ωB97M-V/def2-TZVPD).

Values from the calculation:
- Lowest unoccupied orbital energy (spin up / spin down): -0.0188 / -0.0188 Eh
- ΔE to the lowest compared entry with this formula, charge and spin: 0.000 eV
- E: -608.3559 a.u.
- HOMO-LUMO gap (spin up / spin down): 5.83 / 5.83 eV
- HOMO level (spin up / spin down): -6.34 / -6.34 eV

CARTESIAN COORDINATES (ANGSTROEM)
H  -2.145  0.220  4.697
H  1.273  1.694  4.579
H  0.912  -1.999  4.897
H  -0.859  -2.038  4.856
H  -1.209  1.728  4.715
C  -0.465  1.960  -0.115
C  -1.240  0.699  5.083
H  -3.603  0.632  1.022
C  2.143  -1.674  -0.430
H  2.698  -1.726  0.510
C  0.742  1.234  -0.388
C  0.950  -2.313  -0.593
C  -0.001  -0.062  4.612
C  0.040  -0.413  1.964
C  -0.039  -0.212  3.167
C  0.008  -1.467  5.205
H  1.346  0.022  -2.188
C  -1.388  1.712  -1.191
H  1.344  0.766  6.092
C  -0.747  0.856  -2.153
H  -1.151  0.545  -3.118
C  1.272  0.685  5.003
H  0.427  -2.325  -1.567
H  2.670  -1.229  -1.277
H  0.578  -3.043  0.147
H  1.630  1.192  0.244
N  -2.718  0.300  0.658
Zr  -0.871  -0.525  0.032
H  -0.019  -1.423  6.298
H  -0.644  2.588  0.755
H  -1.296  0.721  6.178
H  -2.363  2.172  -1.328
C  0.573  0.570  -1.660
H  2.152  0.151  4.632



# 3
Entry from the Open Molecules 2025 dataset: a molecular structure, C13H20BF4OPt (ωB97M-V/def2-TZVPD).

Values from the calculation:
- Total charge: -1
- Lowest unoccupied orbital energy: 0.0997 Eh
- ΔE to the lowest compared entry with this formula, charge and spin: 0.878 eV
- E: -1126.4695 a.u.
- HOMO-LUMO gap: 6.62 eV
- HOMO level: -3.90 eV

CARTESIAN COORDINATES (ANGSTROEM)
B  -0.408  -3.759  2.191
H  -2.598  -2.615  0.365
C  -1.395  -1.686  -1.076
C  0.835  1.968  -0.227
C  0.912  2.040  1.137
H  0.492  4.707  -2.316
C  1.517  0.908  -0.900
H  2.396  -1.836  2.256
H  0.386  2.827  1.665
F  -1.675  -3.179  2.440
H  3.908  -1.356  1.485
H  1.651  1.159  2.969
Pt  0.303  -0.942  -0.597
C  1.635  1.085  1.887
H  -3.641  -2.242  -2.601
C  2.303  0.056  1.276
H  -3.113  -3.709  -1.731
H  -2.378  -0.907  0.635
C  -1.103  3.608  -0.357
F  0.120  -4.269  3.385
H  3.408  -0.589  3.003
C  -2.849  -2.984  -2.500
C  0.074  2.961  -1.078
H  -1.714  4.177  -1.062
F  0.462  -2.770  1.675
C  -2.566  -1.642  -0.141
C  3.051  -0.988  2.052
H  -1.734  2.855  0.117
C  2.262  -0.028  -0.151
H  2.943  -0.705  -0.657
H  1.682  1.017  -1.965
H  -0.766  4.303  0.416
H  -0.326  2.390  -1.922
F  -0.561  -4.789  1.243
H  1.850  3.582  -2.179
H  -3.527  -1.451  -0.626
C  1.017  4.031  -1.635
H  -2.696  -3.488  -3.450
O  -1.594  -2.362  -2.203
H  1.436  4.626  -0.820



# 4
Entry from the Open Molecules 2025 dataset: a molecular structure, C13H20Br16FN2O2 in a non-equilibrium geometry (ωB97M-V/def2-TZVPD).

Values from the calculation:
- Total charge: -1
- Lowest unoccupied orbital energy: 0.0481 Eh
- E: -42051.4580 a.u.
- HOMO-LUMO gap: 6.89 eV
- HOMO level: -5.58 eV

CARTESIAN COORDINATES (ANGSTROEM)
H  -1.218  -0.997  -1.556
H  0.734  2.904  -2.380
H  0.760  -0.845  1.834
N  -0.128  -0.364  1.961
F  4.695  3.498  -2.125
Br  -1.773  -2.773  5.626
O  3.151  -0.623  -2.096
H  -3.534  5.122  -1.011
Br  -1.864  -3.766  -0.091
C  3.932  2.334  -1.895
Br  -0.782  1.444  5.151
C  1.379  2.045  -2.183
H  2.728  3.262  -3.353
Br  -3.490  2.447  3.804
C  -2.854  -2.398  0.817
H  -1.027  1.471  -0.749
Br  -3.869  -3.094  2.300
Br  4.124  -2.638  -3.912
H  -0.304  1.070  -2.852
Br  0.642  -1.873  -3.269
C  -0.898  0.565  -0.146
H  3.617  2.366  -0.851
H  4.589  1.481  -2.026
Br  -4.000  -1.435  -0.396
H  -2.133  -1.692  1.227
C  -0.378  -0.604  -0.981
H  0.942  1.086  0.841
Br  -3.623  2.872  0.010
C  -0.087  0.846  1.105
C  0.774  -0.354  -1.949
H  -0.505  1.700  1.646
H  -0.063  -1.388  -0.295
Br  -2.190  3.848  -2.641
C  -2.792  -4.161  6.464
C  2.748  2.293  -2.848
H  2.902  1.512  -3.587
C  -2.698  1.508  5.282
Br  -1.812  -5.813  6.550
Br  -3.438  -0.258  5.462
O  2.186  -0.664  -0.049
H  4.968  -4.656  -5.082
C  -2.790  4.349  -0.885
N  0.674  0.868  -2.693
Br  -1.358  5.079  0.167
H  -0.161  -0.057  2.925
C  4.450  -3.767  -5.411
H  1.494  2.001  -1.092
Br  2.804  -4.361  -6.229
H  -2.935  2.055  6.181
Br  -4.509  -4.419  5.631
H  -2.985  -3.849  7.480
C  2.211  -0.534  -1.295
Br  5.594  -2.930  -6.726
H  -1.900  0.287  0.188



# 5
Entry from the Open Molecules 2025 dataset: a molecular structure, C13H20F3NO7PS in a non-equilibrium geometry (ωB97M-V/def2-TZVPD).

Values from the calculation:
- Total charge: -1
- Lowest unoccupied orbital energy: 0.0965 Eh
- E: -2128.1052 a.u.
- HOMO-LUMO gap: 7.27 eV
- HOMO level: -4.64 eV

CARTESIAN COORDINATES (ANGSTROEM)
P  -1.353  -1.494  0.064
H  2.617  -4.095  -2.069
C  2.125  -3.209  -1.664
F  1.010  1.860  2.500
C  -2.648  -0.658  -2.077
S  -0.476  1.062  0.331
H  -3.229  -2.909  3.514
H  -1.581  -3.903  1.160
C  -4.009  -0.088  -2.366
C  3.045  3.559  0.235
C  1.370  -0.939  -0.049
H  -1.840  -0.045  -2.486
C  2.731  -2.824  -0.337
H  3.612  -2.195  -0.497
F  -0.631  3.154  1.840
F  -1.066  1.216  2.823
O  -0.014  4.211  -1.175
O  3.878  2.841  0.818
C  1.116  4.247  -0.700
C  1.967  5.527  -0.672
H  1.520  6.237  0.032
O  1.872  -0.374  -1.006
H  3.761  5.574  0.636
H  -4.165  -0.101  -3.440
H  -2.556  -1.696  -2.423
N  1.786  3.208  -0.125
H  -2.730  -4.597  3.203
O  -0.840  -2.616  -0.765
H  2.972  -3.715  0.263
H  -4.788  -0.682  -1.890
C  3.320  5.023  -0.200
H  -0.867  -3.072  2.578
O  -2.514  -0.649  -0.615
H  4.028  5.003  -1.035
H  2.305  -2.381  -2.364
H  0.286  -0.803  1.750
C  -1.777  -3.194  1.977
O  1.822  -2.076  0.515
H  1.988  6.009  -1.652
O  -2.096  -1.879  1.419
C  -0.222  1.866  1.962
H  1.045  -3.396  -1.587
C  0.108  -0.508  0.712
H  -4.072  0.933  -1.995
H  -3.834  -3.790  2.100
C  -2.976  -3.642  2.755



# 6
Entry from the Open Molecules 2025 dataset: a molecular structure, C13H20HgN3O2S2 in a non-equilibrium geometry (ωB97M-V/def2-TZVPD).

Values from the calculation:
- Lowest unoccupied orbital energy (spin up / spin down): -0.0207 / -0.0965 Eh
- E: -1771.7970 a.u.
- 2S+1: 2
- HOMO-LUMO gap (spin up / spin down): 7.37 / 5.10 eV
- HOMO level (spin up / spin down): -7.94 / -7.72 eV

CARTESIAN COORDINATES (ANGSTROEM)
C  0.128  -0.008  6.799
C  1.219  0.072  4.597
H  2.181  2.684  0.303
H  -5.399  1.108  -0.491
H  2.961  -2.254  1.050
C  -4.994  -1.469  0.781
H  2.583  -1.049  -1.745
H  2.531  -3.125  -0.426
C  -1.206  -0.059  3.369
H  -2.141  -0.119  2.829
H  4.127  -1.220  -0.878
H  -4.611  -2.172  1.516
O  -2.674  -1.182  -0.451
H  1.392  -1.966  0.283
H  3.823  2.457  0.933
S  -1.929  5.171  0.416
N  -0.112  -0.020  2.626
Hg  -0.342  0.591  -0.262
C  -4.581  0.588  -0.977
C  2.444  -2.178  0.097
O  2.828  0.175  -0.099
N  0.146  -0.055  7.944
C  3.362  1.273  -0.810
C  -1.737  3.766  -0.314
H  -3.898  1.312  -1.415
H  3.558  3.388  -0.553
N  -1.692  2.756  -0.910
S  -3.624  -0.331  0.290
H  2.194  0.124  5.054
H  1.923  0.085  2.555
C  1.070  0.051  3.219
C  3.223  2.533  0.028
H  -4.946  -0.093  -1.738
H  -2.086  -0.067  5.333
C  0.067  0.019  5.383
H  4.422  1.083  -1.040
H  2.823  1.390  -1.765
C  3.044  -1.064  -0.745
H  -5.784  -0.872  1.221
C  -1.177  -0.038  4.752
H  -5.352  -2.010  -0.086



# 7
Entry from the Open Molecules 2025 dataset: a molecular structure, C13H20MoNOS9Sb (ωB97M-V/def2-TZVPD).

Values from the calculation:
- Total charge: -1
- Lowest unoccupied orbital energy (spin up / spin down): 0.0576 / 0.0672 Eh
- ΔE to the lowest compared entry with this formula, charge and spin: 0.826 eV
- E: -4529.5801 a.u.
- 2S+1: 2
- HOMO-LUMO gap (spin up / spin down): 5.07 / 5.35 eV
- HOMO level (spin up / spin down): -3.50 / -3.52 eV

CARTESIAN COORDINATES (ANGSTROEM)
S  -0.210  -1.322  -0.980
H  -2.543  3.343  0.322
S  -0.934  5.952  1.249
S  -1.973  1.014  0.621
H  4.177  -0.068  -1.100
C  2.968  -1.632  -0.368
H  -1.733  0.313  -1.904
S  0.727  1.545  2.676
H  1.235  0.488  -2.665
C  -1.471  -2.654  1.021
S  -0.843  -1.463  2.256
C  2.776  -3.514  -1.776
S  0.736  1.854  -0.824
S  1.492  3.319  2.120
H  0.019  1.678  -3.120
C  3.584  -2.956  -2.732
C  -2.384  -0.619  2.797
C  -0.782  -0.118  -2.223
S  2.629  -0.834  1.136
H  -0.926  -0.621  -3.181
H  -3.212  -1.273  2.520
S  -1.799  3.710  4.151
C  -0.673  3.025  -0.688
H  -0.663  -3.381  0.969
Mo  0.373  0.154  0.911
H  -1.198  3.118  1.423
H  -3.657  1.049  2.326
H  -0.250  4.021  -0.539
O  1.688  -3.455  0.205
C  0.296  0.951  -2.355
C  -2.593  0.809  2.309
H  -2.330  -0.598  3.886
C  -1.740  -2.108  -0.368
C  4.113  -1.688  -2.508
H  -2.535  -1.357  -0.371
C  -1.617  2.788  0.475
H  3.789  -3.512  -3.635
H  4.755  -1.213  -3.234
H  -2.070  1.541  2.932
N  2.475  -2.878  -0.619
H  -1.187  2.993  -1.648
Sb  -0.232  5.206  3.325
H  -2.021  -2.928  -1.029
H  2.315  -4.486  -1.852
H  -2.364  -3.141  1.417
C  3.795  -1.053  -1.329



# 8
Entry from the Open Molecules 2025 dataset: a molecular structure, C13H20N2 in a non-equilibrium geometry (ωB97M-V/def2-TZVPD).

Values from the calculation:
- Lowest unoccupied orbital energy: 0.0260 Eh
- ΔE to the lowest compared entry with this formula, charge and spin: 9.804 eV
- E: -616.5194 a.u.
- HOMO-LUMO gap: 8.31 eV
- HOMO level: -7.61 eV

CARTESIAN COORDINATES (ANGSTROEM)
H  -3.428  2.372  2.860
H  1.704  0.930  -0.119
C  1.018  -1.261  2.282
C  -0.531  -0.082  -1.017
H  0.026  -2.018  0.672
C  0.715  -0.563  -1.690
N  -0.462  0.022  0.384
H  2.903  0.034  1.649
C  -1.575  0.358  -1.829
C  -2.317  1.264  1.339
H  2.786  0.098  -1.697
H  0.720  -0.482  2.992
N  -2.588  2.479  2.210
H  -0.974  -1.501  2.163
C  2.329  -1.086  1.472
H  -2.446  0.323  1.905
C  0.693  -0.577  -3.044
H  1.496  -0.896  -3.776
C  -0.239  -1.178  1.253
H  -0.283  0.248  -5.027
H  -2.807  -0.119  -1.172
H  -2.576  0.851  -3.641
H  -0.152  1.134  1.955
H  3.330  -1.488  2.005
C  2.108  -0.148  -0.815
C  2.656  -1.369  -0.190
H  0.771  -2.157  2.909
H  -3.032  0.995  0.405
C  -0.326  0.172  -3.893
H  3.703  -1.467  -0.072
C  -1.537  0.457  -3.233
H  2.060  -2.297  -0.304
H  -2.530  3.451  1.732
H  -0.444  2.183  0.333
C  -0.770  1.319  1.000



Q: The lowest E belongs to which entry?
A: C13H20Br16FN2O2